No. 1
The following is a quantum chemistry calculation of an isolated molecule of C8H10N2O2, from the Open Molecules 2025 dataset.

Results
LUMO level: 0.4 eV
HOMO energy: -7.43 eV
Kohn-Sham gap: 7.87 eV
E_tot: -15527.392 eV
energy above the lowest of the compared OMol25 structures with the same formula, charge and spin: 6.6162 eV

```
! RIJCOSX wB97M-V def2-TZVPD def2/J DEFGRID3
* xyz 0 1
N -0.979 0.418 -0.266
C -1.180 1.848 -0.485
H 3.043 -0.976 -0.411
H 2.351 0.177 -1.456
H -2.513 -2.532 -0.125
C 2.431 -0.204 -0.437
O -0.485 -3.815 -0.064
C -0.451 -2.505 -0.087
H -2.047 1.784 -1.105
N 1.121 -0.744 -0.019
H 0.789 1.118 0.645
C -2.061 -0.441 -0.053
H -1.190 2.329 0.427
C 0.964 -1.972 -0.433
H 2.755 0.717 0.180
C -1.666 -1.845 0.016
H -0.069 -0.387 1.453
H -0.338 2.250 -1.024
O -4.423 0.278 -0.001
H -1.292 -4.002 0.294
C 0.211 0.163 0.610
C -3.301 -0.099 0.174
*
```

Atom charges from the natural (NBO) analysis, given in e for atoms 1 to 6:
1 N -0.40
2 C -0.40
3 H 0.22
4 H 0.20
5 H 0.20
6 C -0.38

***

No. 2
The following is a quantum chemistry calculation of a structure of composition C12H21BiNSi, from the Open Molecules 2025 dataset.

Results
LUMO level: 3.1 eV
HOMO energy: -3.06 eV
Kohn-Sham gap: 6.13 eV
E_tot: -27990.868 eV
energy above the lowest of the compared OMol25 structures with the same formula, charge and spin: 0.0000 eV

```
! RIJCOSX wB97M-V def2-TZVPD def2/J DEFGRID3
* xyz -1 1
C -3.105 -0.492 1.932
C 1.335 -0.541 1.283
C -2.577 1.653 2.628
C -0.455 2.239 -1.205
H -3.208 -1.578 1.918
H 1.883 0.138 1.964
H -1.230 -0.843 -2.142
H -2.200 2.482 3.229
H 1.574 -3.555 -0.136
H -4.545 0.171 0.346
C -1.107 1.204 -2.108
H -2.078 2.579 -3.385
H 4.485 -0.756 1.357
H -1.773 -0.150 3.719
N -0.872 -0.037 -1.625
Bi -0.512 0.685 0.600
H -2.430 0.736 -3.739
H 0.887 -2.550 -1.438
H -3.922 2.670 1.150
C 2.768 0.057 -1.366
H 3.926 -2.423 1.613
C 1.800 -2.767 -0.868
Si 2.464 -1.230 -0.031
H 3.558 -0.307 -2.042
C -3.500 1.746 1.548
C -2.332 0.258 2.877
H 0.611 2.396 -1.383
H 1.862 0.235 -1.966
H 0.873 -1.325 1.909
H 3.100 1.011 -0.928
C 4.083 -1.646 0.850
H -1.022 3.162 -1.079
H 4.851 -2.011 0.154
C -3.822 0.429 1.119
C -1.918 1.526 -3.185
H 2.547 -3.167 -1.572
*
```

Atom charges from the natural (NBO) analysis, given in e for atoms 1 to 6:
1 C -0.36
2 C -1.40
3 C -0.37
4 C -0.82
5 H 0.20
6 H 0.23

***

No. 3
The following is a quantum chemistry calculation of an isolated molecule of C2H3FS, from the Open Molecules 2025 dataset.

Results
LUMO level: 1.0 eV
HOMO energy: -9.24 eV
Kohn-Sham gap: 10.23 eV
E_tot: -15673.921 eV
SMILES: F[C@@H]1CS1
energy above the lowest of the compared OMol25 structures with the same formula, charge and spin: 0.5989 eV

```
! RIJCOSX wB97M-V def2-TZVPD def2/J DEFGRID3
* xyz 0 1
F 0.383 -0.128 1.799
H 0.208 -1.549 0.271
C 0.019 -0.429 0.585
H 0.539 0.203 -1.511
S -1.552 -0.017 -0.098
H 0.337 1.475 -0.415
C 0.065 0.444 -0.630
*
```

Atom charges from the natural (NBO) analysis, given in e for atoms 1 to 6:
1 F -0.31
2 H 0.17
3 C 0.10
4 H 0.22
5 S 0.14
6 H 0.22